No. 1
C3H6N4S | the ωB97M-V functional and the def2-TZVPD basis

Geometry as XYZ:
```
14
Properties=species:S:1:pos:R:3:forces:R:3:lowdin_charge:R:1
H -0.057710 -1.724696 -0.050862 -0.241 0.767 0.844 0.10
C 1.870065 0.325350 -0.434909 -1.523 -1.273 -1.050 -0.24
N 2.604026 -0.718907 -0.661901 -1.978 0.062 0.521 0.05
N 0.093917 -0.996296 0.687159 -2.184 0.894 -3.426 0.07
C -0.423437 1.330993 -0.232196 -0.642 -3.103 1.521 -0.14
H 0.106830 2.172921 -0.518746 0.895 1.573 -0.834 0.09
H 0.839788 -1.340383 1.203341 1.962 -0.137 1.408 0.05
C -2.378390 0.274531 0.393884 -0.426 -1.299 1.634 -0.78
N -1.693559 1.388018 -0.080044 1.528 -0.852 0.978 -0.01
S -3.196913 -0.690198 -0.656814 0.338 0.511 0.961 0.58
H 2.016342 -1.669583 -0.557848 1.613 2.852 -0.011 0.09
H 2.080628 1.420306 -0.701128 0.470 -1.852 0.529 0.13
N 0.479869 0.210172 -0.021324 0.337 0.761 0.497 -0.14
H -2.341462 0.017768 1.631390 -0.148 1.093 -3.573 0.13
```
Forces are in eV/Å.

Values from the calculation:
SMILES string: [H]/N=C\N(N)/C=N\C=S
spin multiplicity: 1
highest occupied orbital energy: -8.615 eV
ΔE to the lowest compared entry with this formula, charge and spin: 368.2 kJ/mol
LUMO: 0.10 eV

***

No. 2
C19H27NO2 | the ωB97M-V functional and the def2-TZVPD basis

Geometry as XYZ:
```
49
Properties=species:S:1:pos:R:3:forces:R:3:lowdin_charge:R:1
H -0.346268 -3.939993 -3.668496 -0.874 -0.152 -0.572 0.07
H 6.431182 1.687461 -1.233931 -0.852 -0.219 -0.508 0.09
H 3.355643 0.274055 -2.451241 0.052 -0.733 -0.513 0.10
N 2.873722 1.952061 0.095597 -0.702 -1.389 -0.134 0.14
C -0.194496 -1.789018 3.578759 0.157 -1.387 0.292 -0.06
C -2.329380 -1.494042 2.093090 -0.227 -0.958 3.050 -0.09
H 1.005537 0.864369 1.763429 1.139 1.160 1.037 0.09
H -2.399524 -4.309821 -2.383968 0.825 1.143 0.562 0.09
H -0.429993 0.916510 3.935677 -1.103 -0.413 -0.458 0.10
H -1.808267 0.076568 4.623000 -0.275 -0.256 -0.132 0.07
H -0.902788 -1.115500 -3.932486 -0.272 0.087 0.820 0.08
C 0.639935 0.286405 0.983412 -1.453 -2.169 -1.269 0.06
C -0.523594 -1.427231 -1.045369 0.616 0.142 1.407 -0.06
H 4.414292 2.938353 -3.681123 0.259 0.203 1.152 0.10
H 0.167027 -2.610654 2.953888 0.037 -0.155 0.374 0.10
H -3.131717 -0.707110 2.117271 0.739 -0.641 -0.843 0.14
H -2.128346 -0.463580 -2.670892 0.973 -2.145 -1.130 0.13
H 3.702253 4.085250 -2.533675 0.256 -0.964 0.415 0.10
C -1.008637 -1.424900 0.303817 2.278 2.322 -0.144 -0.17
O -2.041444 -2.088726 0.821046 -1.100 -0.286 0.542 -0.03
O 4.053467 2.530439 -0.369522 -1.646 0.017 0.762 -0.08
C 3.028468 1.236097 -2.127340 0.187 0.977 1.135 -0.05
H -0.866954 -2.143584 4.356006 -0.052 -0.571 0.103 0.08
C -1.391203 0.377046 3.663839 1.646 0.039 -1.114 -0.03
C 4.469495 3.272807 -2.598720 -0.384 0.074 -1.451 -0.03
H 5.788864 0.520870 -2.509778 -0.665 1.177 1.414 0.11
H 5.419619 3.781941 -2.466686 0.245 -0.169 0.173 0.07
H 5.358394 0.420095 -0.740521 -0.296 -0.114 -0.176 0.08
H -2.063976 1.061540 3.128758 0.224 -0.132 0.292 0.08
H 0.895978 -0.359153 -2.336273 -0.118 -0.091 -0.402 0.10
C -1.002152 -0.868111 2.755362 -2.126 2.085 -2.435 -0.44
H -1.569308 -3.972335 -0.709424 -1.227 0.456 -1.636 0.10
C -0.426761 -0.570522 1.333795 1.906 0.675 -1.576 -0.07
C 0.489485 -0.413031 -1.342589 -0.383 -2.181 1.328 0.03
H -2.452293 -1.928656 -3.817967 1.001 0.568 1.121 0.10
C 1.163294 0.309042 -0.356699 -1.076 0.633 0.056 -0.14
H 0.595539 -3.773428 -2.243848 -0.060 -0.421 0.163 0.08
H 2.512134 1.781566 -2.943579 -0.174 -0.523 0.631 0.13
H 0.800337 -2.626150 -3.426279 -0.165 0.546 -0.445 0.07
H -3.009170 -2.902390 -1.334336 1.372 -1.504 -0.238 0.10
C 4.265998 2.061285 -1.661692 1.444 -0.357 -2.479 -0.58
H -2.686352 -2.325578 2.753312 0.077 0.555 -0.645 0.14
C 2.323992 1.150776 -0.782166 0.407 1.638 1.360 -0.20
H 0.633857 -1.371567 4.148911 0.183 0.449 -0.486 0.09
C -2.071312 -3.513354 -1.651325 -0.407 1.786 1.837 -0.05
C -1.639573 -1.437728 -3.161282 -2.916 1.834 -1.576 -0.11
C 5.513607 1.127137 -1.559501 1.114 -0.106 -0.861 -0.03
C -1.050383 -2.383406 -2.146979 -0.096 -1.292 -1.409 -0.53
C 0.009903 -3.213997 -2.975298 1.511 0.759 2.604 -0.06
```
Forces are in eV/Å.

Values from the calculation:
SMILES string: CC1(C)CC(c2cc(C(C)(C)C)c3c(c2)C(C)(C)CO3)=NO1
spin multiplicity: 1
highest occupied orbital energy: -7.859 eV
ΔE to the lowest compared entry with this formula, charge and spin: 445.8 kJ/mol
LUMO: 0.66 eV

***

No. 3
C13H13NOS | the ωB97M-V functional and the def2-TZVPD basis

Geometry as XYZ:
```
29
Properties=species:S:1:pos:R:3:forces:R:3:lowdin_charge:R:1
H -4.532328 4.424711 -1.820218 0.106 -0.025 0.005 0.06
C -2.177645 1.302080 0.522738 0.162 0.653 -0.670 -0.45
C -3.702462 3.353055 -0.236542 -0.968 -0.850 0.121 -0.32
C -0.078910 -0.106310 0.624172 0.505 0.175 -0.056 -0.45
H -3.674157 3.309884 2.016896 -0.143 -0.474 -0.556 0.11
O 1.337102 -4.841370 1.074808 -0.422 -0.522 0.303 0.05
C 0.164118 1.253250 0.698902 -0.895 -0.548 0.511 -0.12
H -1.035810 3.130626 0.685721 0.070 0.060 0.052 0.10
C 0.638878 -2.538261 0.885915 -0.410 -0.828 0.062 0.03
H -0.410892 -2.887777 0.823480 0.733 0.281 0.112 0.11
H 1.128396 1.694610 0.909235 0.070 -0.188 -0.173 0.10
H 2.145975 -5.371371 1.171890 -0.386 0.375 -0.039 0.11
H 4.344663 -1.468352 0.837024 0.093 -0.513 0.092 0.11
C 2.958898 -3.141782 1.096411 1.119 0.212 -0.214 -0.06
H -2.814154 3.985217 -0.263952 -0.177 -0.307 -0.083 0.13
C 0.966347 -1.181943 0.749793 0.062 -0.483 0.321 -0.21
C 1.646138 -3.522588 1.068712 -0.635 0.899 -0.675 -0.32
H -5.284910 2.902009 1.250116 -0.077 -0.088 -0.114 0.10
S -1.804639 -0.437976 0.423658 0.737 1.712 0.300 1.05
H -4.871422 2.804452 -1.853632 0.196 0.478 0.141 0.07
N -4.732521 3.616838 -1.250418 0.315 -0.553 0.235 0.03
C -3.554474 1.893501 0.213948 1.127 0.266 0.829 -0.23
H -4.213180 1.161135 -0.221632 -0.340 0.095 -0.206 0.12
H 2.630970 0.153669 0.600914 0.129 0.102 0.066 0.10
C -4.212733 2.934277 1.129705 0.855 0.345 0.000 -0.07
C 3.326786 -1.837388 0.887514 -0.719 1.480 0.273 -0.08
C -1.024824 2.052904 0.663387 -0.504 -1.481 -0.231 -0.12
C 2.345851 -0.872428 0.774604 -0.806 0.629 -0.556 -0.05
H 3.772615 -3.826083 1.173838 0.205 -0.902 0.150 0.11
```
Forces are in eV/Å.

Values from the calculation:
SMILES string: N[C@H]1C[C@@H]1c1ccc(-c2cccc(O)c2)s1
spin multiplicity: 1
highest occupied orbital energy: -7.840 eV
ΔE to the lowest compared entry with this formula, charge and spin: 194.9 kJ/mol
LUMO: 0.54 eV

***

No. 4
C6H5O4 | the ωB97M-V functional and the def2-TZVPD basis

Geometry as XYZ:
```
15
Properties=species:S:1:pos:R:3:forces:R:3:lowdin_charge:R:1
O 2.911913 0.393407 -1.340746 0.272 0.922 -1.001 0.16
H -2.070336 -1.158344 -1.753777 -1.158 -1.270 -0.480 0.08
H 1.313627 0.477737 2.027316 1.109 0.158 2.663 0.04
H -0.330162 0.764838 -1.394356 -0.561 0.179 -0.968 0.08
C 1.044215 0.722822 1.076002 -1.239 -1.801 -2.407 -0.28
C -0.636255 -0.062357 -0.796208 2.112 0.405 2.343 -0.04
C 0.094357 -0.163575 0.519484 -0.855 0.971 -0.850 -0.29
O 3.173799 -1.469930 -0.015974 0.615 -1.383 0.434 0.19
C 3.003674 -0.512757 -0.626394 -0.930 0.160 0.755 -0.47
H 1.997041 1.600550 -0.208532 -0.012 0.986 -0.081 0.01
H -0.168952 -2.117467 1.745399 -0.233 1.902 -0.673 0.11
O -1.419662 -1.926380 0.178792 -0.310 0.723 -1.603 -0.10
C -0.522344 -1.271593 1.056184 0.536 -3.109 2.228 -0.17
O 1.410915 1.936826 0.480168 0.145 0.084 -0.531 -0.11
C -1.435252 -1.129172 -0.913772 0.510 1.074 0.172 -0.22
```
Forces are in eV/Å.

Values from the calculation:
spin multiplicity: 1
highest occupied orbital energy: -0.945 eV
ΔE to the lowest compared entry with this formula, charge and spin: 178.0 kJ/mol
LUMO: 3.48 eV
net charge: -1